Molecular formula: C30H59N3O5
Method: DFT, wB97M-V/def2-TZVPD

- molar mass (u) = 541.8
- multiplicity = 4
- total charge = -1
- total energy (eV) = -46768.05130
- strongest force on any atom (eV/A) = 4.560
- HOMO-LUMO gap (alpha / beta) (eV) = 4.083 / 3.674

Each atom is followed by the atoms it is bonded to, with distances in Å.
Cartesian coordinates (Å):
1 C -1.491 -6.349 -1.689  C2 1.516, H6 1.092, H7 1.093
2 C -2.741 -7.205 -1.752  C1 1.516, C3 1.535, H8 1.100, H9 1.102
3 C -4.037 -6.402 -1.577  C2 1.535, O4 1.141, O5 1.405
4 O -4.088 -5.262 -1.597  C3 1.141
5 O -5.182 -7.202 -1.425  C3 1.405, H10 0.969
6 H -1.215 -5.900 -2.645  C1 1.092
7 H -0.651 -6.897 -1.257  C1 1.093
8 H -2.722 -7.920 -0.915  C2 1.100
9 H -2.839 -7.808 -2.668  C2 1.102
10 H -5.410 -7.446 -2.334  O5 0.969
11 C -4.733 -2.874 0.467  C12 1.546, H22 1.092, H23 1.090, H24 1.091
12 C -3.310 -2.350 0.769  C11 1.546, C13 1.536, N17 1.479, C21 1.532
13 C -3.049 -2.465 2.279  C12 1.536, C14 1.523, H25 1.096, H26 1.098
14 C -3.827 -1.438 3.091  C13 1.523, C15 1.523, H27 1.096, H28 1.096
15 C -3.562 -0.034 2.565  C14 1.523, C16 1.541, H29 1.098, H30 1.096
16 C -3.766 0.109 1.044  C15 1.541, N17 1.479, C19 1.545, C20 1.530
17 N -3.143 -0.974 0.254  C12 1.479, C16 1.479, O18 1.416
18 O -1.754 -0.708 0.197  N17 1.416
19 C -5.277 0.181 0.730  C16 1.545, H31 1.091, H32 1.096, H33 1.089
20 C -3.233 1.482 0.629  C16 1.530, H34 1.090, H35 1.096, H36 1.093
21 C -2.385 -3.327 0.035  C12 1.532, H37 1.090, H38 1.095, H39 1.090
22 H -4.767 -3.964 0.529  C11 1.092
23 H -5.487 -2.522 1.171  C11 1.090
24 H -5.042 -2.599 -0.542  C11 1.091
25 H -1.981 -2.331 2.479  C13 1.096
26 H -3.302 -3.473 2.630  C13 1.098
27 H -4.901 -1.658 3.073  C14 1.096
28 H -3.526 -1.497 4.143  C14 1.096
29 H -4.206 0.680 3.096  C15 1.098
30 H -2.531 0.238 2.820  C15 1.096
31 H -5.448 0.148 -0.347  C19 1.091
32 H -5.707 1.119 1.101  C19 1.096
33 H -5.861 -0.611 1.198  C19 1.089
34 H -2.191 1.621 0.919  C20 1.090
35 H -3.807 2.278 1.116  C20 1.096
36 H -3.311 1.625 -0.452  C20 1.093
37 H -2.557 -3.300 -1.041  C21 1.090
38 H -2.562 -4.353 0.375  C21 1.095
39 H -1.332 -3.114 0.223  C21 1.090
40 C -0.002 2.400 3.312  C41 1.545, H51 1.090, H52 1.088, H53 1.093
41 C 1.113 2.306 2.247  C40 1.545, C42 1.528, N46 1.497, C50 1.531
42 C 1.066 0.927 1.588  C41 1.528, C43 1.524, H54 1.095, H55 1.098
43 C 1.560 -0.186 2.504  C42 1.524, C44 1.528, H56 1.094, H57 1.091
44 C 2.951 0.135 3.048  C43 1.528, C45 1.535, H58 1.094, H59 1.096
45 C 3.069 1.526 3.686  C44 1.535, N46 1.491, C48 1.543, C49 1.533
46 N 2.450 2.598 2.855  C41 1.497, C45 1.491, O47 1.299
47 O 3.274 2.891 1.895  N46 1.299
48 C 2.426 1.518 5.089  C45 1.543, H60 1.092, H61 1.092, H62 1.087
49 C 4.552 1.804 3.959  C45 1.533, H63 1.090, H64 1.091, H65 1.093
50 C 0.722 3.367 1.214  C41 1.531, H66 1.093, H67 1.090, H68 1.089
51 H -0.976 2.516 2.835  C40 1.090
52 H -0.090 1.511 3.932  C40 1.088
53 H 0.147 3.266 3.962  C40 1.093
54 H 1.678 0.929 0.680  C42 1.095
55 H 0.042 0.699 1.264  C42 1.098
56 H 0.857 -0.350 3.326  C43 1.094
57 H 1.595 -1.123 1.947  C43 1.091
58 H 3.239 -0.627 3.779  C44 1.094
59 H 3.668 0.052 2.224  C44 1.096
60 H 2.373 2.528 5.500  C48 1.092
61 H 3.022 0.917 5.780  C48 1.092
62 H 1.429 1.084 5.111  C48 1.087
63 H 5.163 1.708 3.062  C49 1.090
64 H 4.942 1.085 4.681  C49 1.091
65 H 4.699 2.805 4.371  C49 1.093
66 H 0.719 4.366 1.659  C50 1.093
67 H -0.281 3.165 0.836  C50 1.090
68 H 1.385 3.377 0.350  C50 1.089
69 C 3.194 1.875 -1.484  C70 1.542, H80 1.091, H81 1.087, H82 1.092
70 C 3.867 2.038 -2.862  C69 1.542, C71 1.530, N75 1.492, C79 1.532
71 C 3.649 3.467 -3.364  C70 1.530, C72 1.527, H83 1.096, H84 1.093
72 C 2.209 3.730 -3.798  C71 1.527, C73 1.527, H85 1.093, H86 1.093
73 C 1.750 2.694 -4.820  C72 1.527, C74 1.534, H87 1.093, H88 1.096
74 C 1.984 1.241 -4.384  C73 1.534, N75 1.493, C77 1.545, C78 1.532
75 N 3.348 1.019 -3.821  C70 1.492, C74 1.493, O76 1.301
76 O 4.188 0.926 -4.810  N75 1.301
77 C 0.916 0.823 -3.348  C74 1.545, H89 1.091, H90 1.090, H91 1.087
78 C 1.711 0.332 -5.587  C74 1.532, H92 1.091, H93 1.090, H94 1.092
79 C 5.357 1.831 -2.575  C70 1.532, H95 1.092, H96 1.091, H97 1.090
80 H 3.775 2.371 -0.705  C69 1.091
81 H 2.204 2.320 -1.428  C69 1.087
82 H 3.117 0.823 -1.206  C69 1.092
83 H 4.313 3.668 -4.213  C71 1.096
84 H 3.929 4.180 -2.584  C71 1.093
85 H 1.539 3.732 -2.934  C72 1.093
86 H 2.138 4.729 -4.237  C72 1.093
87 H 0.689 2.843 -5.036  C73 1.093
88 H 2.282 2.882 -5.761  C73 1.096
89 H 1.146 -0.154 -2.921  C77 1.091
90 H -0.065 0.746 -3.818  C77 1.090
91 H 0.792 1.532 -2.533  C77 1.087
92 H 2.310 0.602 -6.457  C78 1.091
93 H 0.666 0.411 -5.888  C78 1.090
94 H 1.910 -0.714 -5.345  C78 1.092
95 H 5.546 0.827 -2.189  C79 1.092
96 H 5.695 2.547 -1.824  C79 1.091
97 H 5.981 1.985 -3.456  C79 1.090

***

Molecular formula: C30H60BO2
Method: DFT, wB97M-V/def2-TZVPD

- molar mass (u) = 463.6
- total charge = -1
- total energy (eV) = -36851.92295
- strongest force on any atom (eV/A) = 4.528
- HOMO-LUMO gap (eV) = 6.875

Each atom is followed by the atoms it is bonded to, with distances in Å.
Cartesian coordinates (Å):
1 C 0.731 0.705 6.265  C2 1.619, H16 1.145, H17 1.141, H18 1.152
2 C 0.309 0.045 4.848  C1 1.619, C3 1.564, C7 1.573
3 C 1.091 -1.256 4.473  C2 1.564, C4 1.552, H19 1.144
4 C 0.786 -1.939 3.113  C3 1.552, C5 1.543, H20 1.148
5 C -0.260 -1.356 2.140  C4 1.543, C6 1.542, H21 1.149
6 C -1.032 -0.092 2.568  C5 1.542, C7 1.573, H22 1.136
7 C -0.797 0.673 3.923  C2 1.573, C6 1.573, C8 1.591
8 C -1.580 2.000 4.323  C7 1.591, B9 1.658, H23 1.155, H24 1.154
9 B -3.026 1.741 5.093  C8 1.658, C10 1.645, H25 1.196, H26 1.208
10 C -4.288 2.160 4.123  B9 1.645, C11 1.617, H27 1.151, H28 1.152
11 C -5.090 0.913 3.479  C10 1.617, C12 1.606, H29 1.156, H30 1.161
12 C -6.098 0.178 4.490  C11 1.606, C13 1.590, H31 1.151, H32 1.144
13 C -5.428 -0.921 5.424  C12 1.590, O14 1.268, O15 1.417
14 O -5.469 -0.741 6.678  C13 1.268
15 O -4.814 -2.111 4.959  C13 1.417, H33 0.986
16 H 0.001 1.529 6.580  C1 1.145
17 H 1.778 1.151 6.178  C1 1.141
18 H 0.714 -0.074 7.113  C1 1.152
19 H 1.883 -1.721 5.155  C3 1.144
20 H 1.392 -2.874 2.836  C4 1.148
21 H -0.449 -1.864 1.128  C5 1.149
22 H -1.797 0.344 1.851  C6 1.136
23 H -1.698 2.633 3.364  C8 1.155
24 H -0.897 2.595 5.036  C8 1.154
25 H -3.114 0.653 5.581  B9 1.196
26 H -3.042 2.511 6.023  B9 1.208
27 H -5.018 2.807 4.734  C10 1.151
28 H -3.928 2.811 3.244  C10 1.152
29 H -4.382 0.183 2.930  C11 1.156
30 H -5.753 1.361 2.638  C11 1.161
31 H -6.893 -0.341 3.838  C12 1.151
32 H -6.636 0.992 5.087  C12 1.144
33 H -4.092 -2.278 5.610  O15 0.986
34 C -3.976 2.852 0.059  C35 1.523, H40 1.093, H41 1.093, H42 1.093
35 C -4.078 2.102 -1.262  C34 1.523, C36 1.531, H43 1.095, H44 1.096
36 C -2.843 1.251 -1.568  C35 1.531, C37 1.532, H45 1.096, H46 1.096
37 C -1.538 2.037 -1.728  C36 1.532, C38 1.530, H47 1.096, H48 1.095
38 C -1.557 3.115 -2.814  C37 1.530, C39 1.522, H49 1.095, H50 1.094
39 C -1.786 2.554 -4.210  C38 1.522, H51 1.093, H52 1.094, H53 1.092
40 H -3.146 3.562 0.057  C34 1.093
41 H -4.894 3.417 0.243  C34 1.093
42 H -3.835 2.159 0.894  C34 1.093
43 H -4.269 2.810 -2.075  C35 1.095
44 H -4.951 1.440 -1.218  C35 1.096
45 H -3.034 0.668 -2.476  C36 1.096
46 H -2.708 0.520 -0.762  C36 1.096
47 H -0.734 1.326 -1.948  C37 1.096
48 H -1.273 2.503 -0.773  C37 1.095
49 H -0.595 3.638 -2.798  C38 1.095
50 H -2.319 3.868 -2.590  C38 1.094
51 H -1.006 1.834 -4.471  C39 1.093
52 H -1.761 3.361 -4.947  C39 1.094
53 H -2.757 2.062 -4.296  C39 1.092
54 C -1.389 0.183 -7.327  C55 1.523, H60 1.093, H61 1.093, H62 1.093
55 C -0.472 -0.634 -6.427  C54 1.523, C56 1.530, H63 1.094, H64 1.096
56 C 0.906 0.002 -6.233  C55 1.530, C57 1.532, H65 1.095, H66 1.096
57 C 1.737 0.151 -7.511  C56 1.532, C58 1.530, H67 1.096, H68 1.095
58 C 2.004 -1.152 -8.269  C57 1.530, C59 1.522, H69 1.095, H70 1.094
59 C 2.808 -2.161 -7.460  C58 1.522, H71 1.093, H72 1.093, H73 1.092
60 H -0.983 0.277 -8.338  C54 1.093
61 H -2.366 -0.299 -7.407  C54 1.093
62 H -1.539 1.187 -6.921  C54 1.093
63 H -0.374 -1.649 -6.825  C55 1.094
64 H -0.948 -0.733 -5.445  C55 1.096
65 H 1.465 -0.588 -5.499  C56 1.095
66 H 0.778 0.996 -5.787  C56 1.096
67 H 2.697 0.610 -7.245  C57 1.096
68 H 1.245 0.857 -8.187  C57 1.095
69 H 2.558 -0.913 -9.183  C58 1.095
70 H 1.062 -1.604 -8.592  C58 1.094
71 H 3.775 -1.744 -7.169  C59 1.093
72 H 2.993 -3.058 -8.058  C59 1.093
73 H 2.277 -2.473 -6.559  C59 1.092
74 C 4.566 -0.333 0.772  C75 1.523, H80 1.093, H81 1.093, H82 1.093
75 C 4.220 -1.423 1.777  C74 1.523, C76 1.530, H83 1.095, H84 1.095
76 C 5.286 -1.603 2.861  C75 1.530, C77 1.532, H85 1.095, H86 1.096
77 C 6.663 -2.042 2.350  C76 1.532, C78 1.530, H87 1.097, H88 1.095
78 C 6.676 -3.351 1.558  C77 1.530, C79 1.522, H89 1.095, H90 1.094
79 C 6.223 -4.551 2.379  C78 1.522, H91 1.093, H92 1.094, H93 1.092
80 H 5.481 -0.565 0.222  C74 1.093
81 H 3.760 -0.225 0.041  C74 1.093
82 H 4.699 0.630 1.272  C74 1.093
83 H 4.043 -2.367 1.252  C75 1.095
84 H 3.276 -1.159 2.263  C75 1.095
85 H 4.921 -2.328 3.596  C76 1.095
86 H 5.405 -0.657 3.402  C76 1.096
87 H 7.333 -2.142 3.212  C77 1.097
88 H 7.091 -1.249 1.727  C77 1.095
89 H 7.696 -3.532 1.205  C78 1.095
90 H 6.054 -3.261 0.662  C78 1.094
91 H 6.863 -4.687 3.254  C79 1.093
92 H 6.278 -5.461 1.774  C79 1.094
93 H 5.189 -4.445 2.716  C79 1.092